[1]
{
  "formula": "C23H17Cl2N2O4OsS2",
  "method": "ωB97M-V with the def2-TZVPD basis set",
  "charge": 1,
  "de_lowest_kcal_mol": 307.6,
  "multiplicity": 5,
  "largest_force_ev_per_a": 2.14,
  "energy_ha": -3103.826224,
  "s_squared": 6.0242,
  "symbols": ["Os", "O", "C", "O", "C", "C", "C", "C", "C", "C", "S", "H", "H", "H", "H", "O", "S", "O", "N", "C", "C", "C", "C", "C", "C", "C", "C", "N", "C", "C", "C", "C", "C", "C", "C", "H", "H", "H", "H", "H", "H", "H", "H", "H", "H", "H", "Cl", "C", "Cl", "H", "H"],
  "coordinates": [[0.4196, 0.3803, -0.0685], [-3.6154, 1.1406, 2.3587], [-2.5806, 0.6023, 2.1858], [-1.8773, 0.9137, 0.9256], [-1.9643, -0.4100, 3.0813], [-2.8868, -1.0085, 3.9450], [-2.4919, -1.9408, 4.8846], [-1.1511, -2.2716, 4.9953], [-0.2169, -1.6728, 4.1662], [-0.6051, -0.7495, 3.2030], [0.7712, -0.0283, 2.3079], [-3.9254, -0.7210, 3.8594], [-3.2265, -2.3975, 5.5325], [-0.8236, -2.9902, 5.7343], [0.8326, -1.9154, 4.2705], [2.9145, 1.9785, -2.8316], [3.1292, 1.7498, -1.4344], [4.4518, 1.4960, -0.9461], [2.1408, 0.4309, -1.0351], [2.6006, -0.8005, -1.5866], [3.7710, -1.0213, -2.2762], [4.0639, -2.2964, -2.8041], [3.2043, -3.3465, -2.6722], [1.9896, -3.1579, -1.9752], [1.0119, -4.1613, -1.8204], [-0.1532, -3.8922, -1.1508], [-0.3407, -2.6175, -0.6115], [0.5582, -1.6546, -0.7367], [1.7135, -1.8941, -1.4216], [2.5403, 3.1800, -0.5362], [3.3946, 3.4579, 0.6992], [2.5374, 3.2887, 1.6239], [-0.3294, 4.9022, 0.1436], [0.6022, 4.9095, -0.8077], [1.5823, 3.8803, -1.1758], [4.4851, -0.2280, -2.4279], [4.9973, -2.4256, -3.3345], [3.4271, -4.3139, -3.1018], [1.1900, -5.1409, -2.2461], [-0.9219, -4.6407, -1.0266], [-1.2339, -2.3724, -0.0497], [4.4677, 3.5319, 0.6034], [0.2111, 1.2033, 2.3152], [0.2290, 1.8197, -0.7792], [0.3924, 5.6376, -1.5877], [1.4786, 3.5746, -2.2157], [-0.4454, 3.0157, 1.3707], [-1.8923, 2.3028, 0.7647], [-1.5732, 4.0111, 4.8451], [-1.1978, 3.7829, 3.6444], [-2.6953, 2.8449, 0.2943]],
  "forces_ev_per_a": [[0.15, 0.54, -1.99], [0.04, 0.09, 0.11], [-0.03, -0.44, -0.45], [0.27, 0.76, 0.60], [0.13, 0.06, -0.18], [0.01, 0.03, -0.07], [0.05, -0.03, 0.03], [-0.08, -0.06, 0.01], [0.05, -0.01, -0.17], [-0.08, -0.30, -0.02], [-0.25, 0.29, 1.29], [0.00, 0.00, 0.01], [0.00, 0.01, 0.01], [0.00, 0.01, 0.00], [0.00, 0.02, 0.03], [0.04, 0.03, -0.11], [0.06, 0.41, -0.38], [-0.06, -0.16, 0.10], [0.04, -0.62, 0.59], [0.03, 0.04, 0.01], [-0.02, -0.01, -0.02], [0.00, -0.01, 0.01], [0.00, -0.01, -0.02], [0.00, 0.00, 0.01], [0.00, 0.02, 0.00], [0.00, -0.03, 0.03], [0.07, 0.01, 0.05], [-0.22, -0.27, -0.01], [-0.01, 0.09, -0.06], [-0.19, 0.32, 0.29], [0.17, -0.20, -0.90], [-0.98, -0.13, 0.59], [0.04, 1.64, -1.37], [0.53, -1.31, 0.89], [0.00, -0.15, -0.14], [0.00, -0.04, -0.02], [0.00, 0.01, -0.01], [0.01, 0.00, 0.01], [0.00, 0.00, 0.00], [0.01, 0.00, 0.00], [-0.03, 0.00, -0.03], [-0.02, 0.16, 0.00], [0.64, -0.03, 0.46], [-0.25, -0.18, 0.00], [-0.14, 0.40, 0.21], [-0.21, -0.19, 0.05], [-0.52, -0.15, 0.58], [0.73, -0.68, -0.11], [-0.03, -0.09, 0.05], [0.01, 0.12, 0.01], [0.07, 0.08, 0.05]],
  "lowdin_spin": [2.175, 0.013, 0.039, 0.108, 0.011, 0.002, 0.009, 0.000, 0.013, 0.027, 0.146, 0.000, 0.001, 0.000, 0.001, 0.012, 0.013, 0.008, 0.173, -0.009, 0.045, -0.006, 0.038, 0.001, 0.024, -0.002, 0.036, 0.076, 0.013, 0.012, 0.000, 0.002, 0.009, 0.002, 0.010, 0.002, -0.001, 0.002, 0.001, 0.000, 0.002, 0.000, 0.018, 0.060, 0.001, 0.000, 0.179, 0.704, 0.003, 0.002, 0.025]
}

---

[2]
{
  "formula": "C9H15OPS",
  "method": "ωB97M-V with the def2-TZVPD basis set",
  "de_lowest_kcal_mol": 85.3,
  "multiplicity": 1,
  "largest_force_ev_per_a": 4.96,
  "energy_ha": -1166.547724,
  "symbols": ["C", "C", "C", "C", "C", "C", "C", "C", "C", "O", "P", "S", "H", "H", "H", "H", "H", "H", "H", "H", "H", "H", "H", "H", "H", "H", "H"],
  "coordinates": [[0.8724, 0.1062, -3.0208], [0.3547, -0.0491, -1.6790], [1.0918, 1.3926, -3.2493], [0.3058, 1.1413, -1.0188], [1.7364, 1.9491, -4.4359], [-1.0956, -0.8184, 3.5734], [-1.6502, -1.5465, 1.1195], [0.7297, -1.1401, 1.8481], [-0.7776, -0.7893, 2.0206], [-2.2070, 1.5187, 1.9693], [-0.8450, 1.0622, 1.7026], [0.6957, 2.4945, -1.9507], [1.0505, -0.6727, -3.6111], [0.1217, -1.0299, -1.2724], [2.7214, 2.1586, -4.3127], [1.7623, 1.3536, -5.3106], [1.3737, 2.8404, -4.7569], [-2.1688, -0.6959, 3.5824], [-0.8774, -1.8309, 3.8648], [-0.5811, -0.1457, 4.1688], [-1.6516, -1.1252, 0.1387], [-2.6824, -1.3969, 1.4029], [-1.5673, -2.5849, 1.0073], [0.9393, -2.0037, 2.4193], [0.8402, -1.3179, 0.8212], [1.3569, -0.3465, 2.1702], [0.1516, 1.4765, 2.8090]],
  "forces_ev_per_a": [[-1.54, 2.14, 4.20], [0.26, -0.06, 0.31], [0.48, 1.63, -1.19], [-1.57, -1.18, 2.81], [-0.60, -1.34, -0.38], [-1.76, -1.93, -3.19], [-2.16, 1.04, -0.20], [-2.09, 0.37, 0.09], [3.24, 1.64, 1.75], [-0.72, 1.17, -0.36], [1.75, -1.56, -0.02], [0.23, -0.82, -0.32], [0.78, -2.86, -2.63], [-0.05, 0.33, 0.08], [3.26, 0.51, 0.99], [-0.52, -1.24, -0.72], [-1.66, 2.81, -0.77], [-0.32, 0.31, 0.76], [0.16, -0.47, 0.44], [0.99, 1.42, 1.00], [0.38, 0.28, -0.91], [-0.51, 0.08, 0.33], [0.86, -1.61, 0.28], [0.38, -1.07, 0.54], [0.83, -0.33, -1.40], [0.75, 0.74, 0.28], [-0.88, -0.02, -1.77]],
  "mulliken_charge": [-1.352, 0.142, 0.613, 0.026, -1.588, -1.692, -1.800, -1.577, 1.418, -0.603, 0.581, -0.184, 0.532, 0.339, 0.385, 0.406, 0.468, 0.422, 0.455, 0.481, 0.390, 0.406, 0.421, 0.466, 0.318, 0.446, 0.079]
}